ORCA calculation (ωB97M-V/def2-TZVPD) on 2 unconnected molecules or ions with the total composition C6H18N2O in a non-equilibrium geometry.

Geometry as XYZ:
```
27
Properties=species:S:1:pos:R:3:forces:R:3
C -2.429 -0.235 1.961 1.5 0.0 0.8
C -0.971 -0.220 1.437 -0.1 1.4 1.2
C -0.695 0.742 0.300 1.2 1.5 -0.4
C -1.015 0.287 -1.093 1.1 0.4 -1.2
C -0.285 -0.987 -1.462 2.3 3.4 -4.6
N 1.315 -0.752 -1.724 -2.9 0.4 -3.9
C 1.744 0.466 -2.523 -1.4 1.1 2.9
N -0.159 0.126 2.579 1.3 1.4 0.7
H -2.683 0.733 2.409 0.1 -0.1 -0.4
H -2.361 -0.936 2.832 -0.7 0.3 -1.0
H -3.096 -0.485 1.170 -1.0 -0.5 -0.3
H -0.705 -1.235 1.196 0.1 -0.5 -0.6
H -1.134 1.805 0.458 0.7 -1.9 0.0
H 0.450 0.905 0.034 -1.8 -0.1 1.9
H -2.010 0.118 -1.448 -1.1 0.2 0.2
H -0.591 1.175 -1.626 -0.7 -1.1 -0.6
H -0.306 -1.750 -0.843 -0.3 -3.5 3.5
H -0.553 -1.478 -2.486 0.4 1.1 1.3
H 1.612 -1.564 -2.305 0.5 0.0 1.4
H 0.935 0.887 -3.231 1.2 -1.2 0.8
H 1.853 1.275 -1.747 -0.2 -0.4 -0.6
H 2.741 0.331 -2.861 0.5 -0.4 -0.9
H 0.229 -0.636 3.069 0.3 -0.8 0.6
H 0.443 0.959 2.679 -1.0 -0.7 -0.7
H 2.581 0.377 1.806 -0.2 0.2 1.1
H 2.183 -0.181 0.491 -0.1 -0.2 0.1
O 2.908 0.270 0.927 0.3 -0.1 -1.1
```
Forces are in eV/Å.

Computed properties:
2S+1: 2
Total charge: +1
HOMO level (alpha / beta): -12.1 / -12.1 eV
E_LUMO (alpha / beta): -3.3 / -8.3 eV
Kohn-Sham gap (alpha / beta): 8.8 / 3.7 eV

In the natural (NBO) picture, each atom carries the following charge in e: -0.604 -0.068 -0.386 -0.451 -0.172 -0.146 -0.504 -0.884 0.225 0.231 0.198 0.168 0.252 0.183 0.252 0.228 0.217 0.265 0.406 0.293 0.271 0.259 0.376 0.384 0.478 0.443 -0.915